1.
Molecular formula: C12H17NO2
Method: DFT, wB97M-V/def2-TZVPD

Cartesian coordinates (Å):
C  2.81455  -0.97283  1.16281
C  -1.46565  0.06981  2.08310
C  2.79675  -1.07496  -1.90751
C  1.64418  -1.29968  0.71212
C  -1.46292  0.53302  0.78909
C  0.44715  -1.13529  0.21371
C  -0.19728  0.24150  -0.03295
C  1.50763  -0.85536  -1.80544
C  -0.50960  -2.36720  0.20318
C  0.85456  1.28979  0.17839
C  -2.39800  2.58334  -0.02771
C  -2.64427  1.14924  0.20743
N  0.36983  -0.52318  -2.25930
O  -0.52915  0.26887  -1.39780
O  -0.15540  -0.76447  -3.33302
H  3.64774  -0.96288  0.48457
H  3.07045  -0.80951  2.21515
H  -2.11789  0.30672  2.81890
H  -0.51613  -0.39623  2.45189
H  3.43515  -0.24776  -2.21809
H  3.22653  -2.05171  -1.57486
H  -0.04320  -3.17804  -0.42444
H  -0.70797  -2.82513  1.13893
H  -1.31783  -2.00321  -0.31405
H  1.61070  1.00685  -0.53020
H  0.59546  2.25424  -0.09578
H  1.29574  1.22516  1.28193
H  -1.40113  2.64505  -0.50339
H  -2.31462  3.08118  0.92642
H  -3.17421  3.09546  -0.66700
H  -2.88837  0.66730  -0.72455
H  -3.47279  1.04990  0.94847

Properties
* spin multiplicity: 1
* SMILES: C=C=C(C)[C@@](C)(O[N+]([O-])=C=C)C(=C)CC
* E_HOMO: -8.29 eV
* energy above the lowest of the compared OMol25 structures with the same formula, charge and spin: 221.9 kcal per mole
* lowest unoccupied orbital energy: 0.47 eV

2.
Molecular formula: C12H17NS
Method: DFT, wB97M-V/def2-TZVPD

Cartesian coordinates (Å):
C  -2.65203  -0.41842  -0.66799
C  -3.01731  -1.51461  0.03172
C  -1.38107  -0.52626  1.25428
C  -1.54783  0.22892  0.02551
C  -2.22990  -1.58644  1.23881
C  1.31493  1.05622  -0.53351
C  -0.06265  1.01611  -2.67739
C  3.28180  0.63925  1.10335
C  2.51214  -0.64052  1.04255
C  2.52765  0.27398  -0.14621
C  -2.38545  -2.64925  2.27031
C  0.43337  2.37410  -2.26415
N  1.59020  2.11380  -1.42400
S  0.02638  -0.08822  -1.45120
H  -3.04523  -0.08372  -1.61104
H  -3.77695  -2.22626  -0.23825
H  -0.67571  -0.28194  2.02888
H  -1.46770  1.30829  0.02964
H  0.75385  1.40692  0.33440
H  -0.72014  0.85830  -3.50715
H  2.88973  1.44172  1.70842
H  4.35959  0.60218  1.07415
H  3.05788  -1.56810  0.96817
H  1.59894  -0.72039  1.60962
H  3.11518  -0.04683  -0.99964
H  -1.60671  -2.57245  3.02629
H  -2.33233  -3.63464  1.80775
H  -3.35561  -2.56597  2.76178
H  -0.30797  2.92735  -1.66783
H  0.71312  2.98935  -3.11930
H  2.38984  1.88749  -2.00798

Properties
* spin multiplicity: 1
* E_HOMO (spin up / spin down): -6.88 / -6.88 eV
* energy above the lowest of the compared OMol25 structures with the same formula, charge and spin: 107.0 kcal per mole
* lowest unoccupied orbital energy (spin up / spin down): 0.44 / 0.44 eV

3.
Molecular formula: C12H17P
Method: DFT, wB97M-V/def2-TZVPD

Cartesian coordinates (Å):
C  0.09696  1.78085  -0.89936
C  0.03488  0.57161  -0.08885
C  1.32912  1.69343  -1.97360
C  -0.59845  2.95577  -0.72064
C  -0.90992  0.35344  0.83726
C  -1.13271  -0.88865  1.67329
C  -2.26175  -1.49903  1.94395
C  1.09144  -0.44081  -0.44993
C  1.53400  2.85143  -2.88261
C  -2.31656  -2.71895  2.83280
C  0.38612  -1.52101  -1.23044
C  1.99657  -1.06270  0.65629
P  2.25128  0.31956  -1.76039
H  -0.48357  3.91915  -1.37936
H  -1.22619  3.17545  0.11398
H  -1.48887  1.26987  1.14529
H  -0.20528  -1.26331  2.20703
H  -3.13971  -1.16091  1.49900
H  1.60446  3.69391  -2.32652
H  0.61186  3.02735  -3.49065
H  2.42798  2.81108  -3.54327
H  -2.51563  -3.59507  2.27518
H  -3.19150  -2.54935  3.48064
H  -1.35999  -2.73503  3.39808
H  -0.30874  -2.02384  -0.61403
H  1.19372  -2.21576  -1.62360
H  -0.19420  -1.17425  -2.01730
H  1.56008  -1.00649  1.61635
H  2.95191  -0.52101  0.96003
H  2.26269  -2.04671  0.36137

Properties
* spin multiplicity: 1
* SMILES: C=C1C(C)=PC(C)(C)/C1=C\C=C\C
* E_HOMO (spin up / spin down): -8.02 / -8.02 eV
* energy above the lowest of the compared OMol25 structures with the same formula, charge and spin: 80.4 kcal per mole
* lowest unoccupied orbital energy (spin up / spin down): 0.11 / 0.11 eV

4.
Molecular formula: C12H18As2F13O9Pt
Method: DFT, wB97M-V/def2-TZVPD

Cartesian coordinates (Å):
Pt  -1.05770  0.02950  -0.43984
As  -2.36079  1.46763  3.03867
F  -3.59256  2.39680  2.29622
F  -2.94752  1.86504  4.58868
F  -1.04943  0.50588  3.60077
F  -1.82230  1.04706  1.37713
F  -1.32832  2.84488  3.07645
F  -3.35423  0.04468  3.05266
As  0.07555  -2.66170  -3.34501
F  -0.20082  -1.60608  -1.94604
F  1.57498  -3.11546  -2.60388
F  0.36873  -3.69063  -4.70250
F  -1.37844  -2.11247  -4.04252
F  0.94135  -1.36919  -4.11253
F  -0.76750  -3.93169  -2.54006
F  -2.63585  0.06438  -1.69029
C  3.70090  2.99777  -2.09054
C  2.43769  3.73558  -1.65326
C  1.67006  4.26807  -2.87309
O  0.53193  3.42173  -2.95385
C  0.47291  2.62353  -1.87799
O  -0.39620  1.83919  -1.68857
O  1.52194  2.82876  -1.05366
H  3.38418  2.09525  -2.62863
H  4.26102  2.60833  -1.24066
H  4.29176  3.61514  -2.76150
H  2.72260  4.50814  -0.94186
H  2.24176  4.23710  -3.79963
H  1.35922  5.31003  -2.75990
C  5.03026  -0.33539  1.87976
C  4.35352  0.24674  0.65915
C  4.20839  -0.66023  -0.55934
O  2.84124  -1.12148  -0.50811
C  2.15315  -0.35223  0.34467
O  0.97249  -0.42784  0.49291
O  2.96006  0.44029  1.04835
H  6.10627  -0.42285  1.67725
H  4.62006  -1.28319  2.21359
H  5.00488  0.38940  2.69467
H  4.77768  1.22281  0.43803
H  4.82318  -1.55452  -0.58162
H  4.24076  -0.12588  -1.50888
C  -6.19043  -2.81901  1.31566
C  -5.06934  -1.99593  1.93659
C  -4.21468  -2.71221  2.99476
O  -2.90641  -2.72334  2.42861
C  -2.88974  -2.01616  1.29087
O  -1.88485  -1.74529  0.70470
O  -4.11807  -1.67641  0.89978
H  -6.57339  -3.50868  2.07645
H  -5.77871  -3.52734  0.59007
H  -6.94258  -2.20575  0.83516
H  -5.46023  -1.03728  2.27203
H  -4.53065  -3.74434  3.14321
H  -4.19780  -2.17116  3.93689

Properties
* <S²>: 2.003
* spin multiplicity: 3
* E_HOMO (spin up / spin down): -5.63 / -6.26 eV
* total charge: -1
* energy above the lowest of the compared OMol25 structures with the same formula, charge and spin: 0.0 kcal per mole
* lowest unoccupied orbital energy (spin up / spin down): 1.89 / 1.89 eV

5.
Molecular formula: C12H18B2F8K4O9
Method: DFT, wB97M-V/def2-TZVPD

Cartesian coordinates (Å):
K  -2.59698  1.29406  3.24095
K  -2.21990  -3.77709  4.04872
K  1.86592  -1.02865  4.02709
K  -3.77728  -1.46685  0.02954
B  -1.03150  -1.52975  1.98000
F  -1.47675  -0.41376  1.26621
F  -1.85475  -2.66159  1.62116
F  0.29030  -1.78705  1.67275
F  -1.12702  -1.27051  3.34714
B  0.50762  -3.49952  5.50385
F  0.21824  -2.13245  5.80912
F  0.48590  -3.71738  4.10776
F  1.82093  -3.71890  5.90628
F  -0.43654  -4.27806  6.16903
C  0.90572  -3.07983  -1.02667
C  1.54052  -3.80093  -2.18468
C  2.34057  -2.93226  -3.16524
O  3.53490  -3.68051  -3.37154
C  3.61409  -4.68362  -2.46666
O  4.53389  -5.40768  -2.35756
O  2.50906  -4.72846  -1.69468
H  0.36598  -3.71578  -0.32738
H  0.19245  -2.30904  -1.34820
H  1.65216  -2.50501  -0.47517
H  0.79718  -4.36790  -2.75034
H  2.59762  -1.92402  -2.84432
H  1.76722  -2.83789  -4.08857
C  -0.67940  5.65658  1.84298
C  -2.00268  5.18305  1.31265
C  -2.17599  5.31857  -0.22500
O  -2.26857  3.96453  -0.70586
C  -2.25096  3.10474  0.30261
O  -2.32511  1.90942  0.18969
O  -2.03999  3.71610  1.46612
H  0.11703  5.34143  1.17150
H  -0.49654  5.29071  2.85384
H  -0.67261  6.74264  1.95229
H  -2.84729  5.55863  1.88251
H  -1.32489  5.78028  -0.71322
H  -3.10702  5.83931  -0.43043
C  1.23441  0.89791  -0.97966
C  0.28532  0.55211  -2.10078
C  -0.60752  1.68357  -2.63693
O  -0.42641  1.62664  -4.05654
C  0.50144  0.68508  -4.37697
O  0.73553  0.30962  -5.47610
O  1.08970  0.21663  -3.24305
H  1.89198  0.03804  -0.82083
H  0.73673  1.02527  -0.01465
H  1.85297  1.76088  -1.21750
H  -0.27760  -0.35464  -1.85613
H  -0.30433  2.65927  -2.26808
H  -1.65776  1.45399  -2.48102

Properties
* spin multiplicity: 1
* E_HOMO: -13.96 eV
* total charge: +2
* lowest unoccupied orbital energy: -6.91 eV

6.
Molecular formula: C12H18B4F16K3O9
Method: DFT, wB97M-V/def2-TZVPD

Cartesian coordinates (Å):
K  -0.19039  -2.49108  1.89431
K  1.49637  1.73004  3.88270
K  3.93732  -0.43691  0.11966
B  4.70411  0.88659  3.43956
F  4.31847  -0.38326  2.97973
F  4.00013  1.86593  2.66278
F  4.29104  1.07621  4.76643
F  6.08489  1.03361  3.29812
B  1.03110  0.44780  0.95184
F  0.38439  -0.56742  0.21976
F  1.53040  1.42051  0.06412
F  0.03893  1.11565  1.74086
F  1.99594  -0.03175  1.80377
B  3.40392  -3.58068  0.80918
F  4.35633  -3.38408  1.80453
F  4.05342  -3.35928  -0.43526
F  2.82026  -4.83725  0.86509
F  2.37937  -2.60281  0.99081
B  0.67795  -1.29531  5.05856
F  -0.21095  -1.33634  6.12897
F  0.07793  -0.65954  3.92935
F  1.80874  -0.53205  5.37677
F  1.02704  -2.59338  4.65007
C  -3.02800  -0.02314  1.03912
C  -3.86326  1.21204  1.27270
C  -3.06311  2.49202  1.49297
O  -3.53381  3.38410  0.48384
C  -4.39116  2.74804  -0.35031
O  -4.86520  3.25497  -1.31557
O  -4.61986  1.49108  0.06678
H  -3.62492  -0.84752  0.65191
H  -2.50545  -0.27751  1.95914
H  -2.28237  0.20137  0.27060
H  -4.61569  1.01575  2.03646
H  -1.98752  2.34061  1.38569
H  -3.23674  2.92586  2.47721
C  -0.39573  -1.34634  -2.87258
C  0.19082  -2.72774  -3.06230
C  1.21297  -3.21225  -2.00039
O  0.70326  -4.47993  -1.59079
C  -0.45682  -4.74619  -2.21812
O  -1.10059  -5.73297  -2.06773
O  -0.82105  -3.72143  -3.03076
H  0.39259  -0.59442  -2.83308
H  -0.98204  -1.30385  -1.95201
H  -1.03988  -1.11147  -3.72043
H  0.72934  -2.73008  -4.01717
H  1.29336  -2.53020  -1.15514
H  2.19404  -3.34347  -2.44862
C  -0.63823  3.87253  -1.46941
C  -0.46164  2.61816  -2.29649
C  -1.75743  2.06842  -2.92556
O  -1.37332  1.72379  -4.25167
C  -0.18683  2.29881  -4.54656
O  0.36330  2.21087  -5.59638
O  0.27618  2.99909  -3.49230
H  -1.43251  3.77406  -0.73206
H  -0.86895  4.70075  -2.13730
H  0.29110  4.09318  -0.94343
H  0.09207  1.84097  -1.77719
H  -2.54877  2.81798  -2.91726
H  -2.07488  1.15884  -2.41752

Properties
* spin multiplicity: 1
* E_HOMO: -9.36 eV
* total charge: -1
* energy above the lowest of the compared OMol25 structures with the same formula, charge and spin: 0.0 kcal per mole
* lowest unoccupied orbital energy: 1.36 eV

no.,F_max (eV/A)
1,5.36
2,0.75
3,3.62
4,1.40
5,2.03
6,1.62